{"formula": "C46H48AsCuN3O", "method": "wB97M-V/def2-TZVPD", "species": ["Cu", "N", "N", "C", "C", "C", "C", "H", "H", "H", "C", "C", "H", "H", "H", "C", "C", "H", "H", "H", "C", "H", "H", "H", "C", "H", "H", "H", "C", "H", "C", "H", "C", "H", "C", "H", "C", "C", "H", "C", "C", "H", "C", "H", "N", "C", "C", "C", "H", "C", "C", "H", "H", "H", "C", "H", "C", "C", "H", "H", "H", "C", "H", "H", "H", "O", "As", "C", "C", "C", "C", "C", "C", "C", "C", "C", "C", "C", "C", "C", "C", "C", "C", "C", "C", "H", "H", "H", "H", "H", "H", "H", "H", "H", "H", "H", "H", "H", "H", "H"], "xyz": [[1.14, 0.07, -2.07], [1.86, -3.00, 2.82], [0.44, -2.64, -3.15], [1.63, 2.00, -1.60], [2.80, 1.23, -1.26], [2.93, 1.32, 0.18], [4.00, 0.85, 0.90], [4.73, 0.19, 0.42], [3.04, -0.91, 2.02], [4.06, 1.04, 1.97], [1.69, 1.86, 0.70], [1.33, 1.83, 2.13], [2.12, 2.24, 2.77], [1.15, 0.79, 2.41], [0.39, 2.37, 2.31], [0.91, 2.28, -0.36], [-0.38, 3.01, -0.24], [-1.11, 2.44, 0.35], [-0.81, 3.21, -1.23], [-0.22, 3.98, 0.27], [3.99, 0.97, -2.10], [4.75, 1.76, -1.96], [3.73, 0.92, -3.16], [4.44, 0.02, -1.81], [1.57, 2.84, -2.83], [0.63, 3.39, -2.89], [1.68, 2.24, -3.74], [2.42, 3.55, -2.78], [1.20, -4.10, 3.13], [1.58, -4.64, 4.01], [0.02, -4.50, 2.47], [-0.61, -5.24, 2.98], [-0.37, -3.87, 1.29], [-1.28, -4.16, 0.77], [0.43, -2.84, 0.81], [0.24, -2.34, -0.12], [1.56, -2.43, 1.62], [2.36, -1.35, 1.30], [2.36, -1.03, 0.27], [0.52, -1.32, -3.23], [0.86, -3.21, -4.33], [1.06, -4.24, -4.49], [1.00, -2.19, -5.27], [1.36, -2.24, -6.30], [0.69, -1.02, -4.60], [0.57, 0.26, -5.14], [1.56, 0.68, -6.05], [1.27, 1.83, -6.77], [1.96, 2.13, -7.58], [0.13, 2.59, -6.53], [-0.16, 3.77, -7.41], [-0.73, 4.52, -6.87], [-0.74, 3.46, -8.29], [0.77, 4.21, -7.77], [-0.75, 2.23, -5.51], [-1.63, 2.84, -5.31], [-0.52, 1.08, -4.76], [-1.44, 0.72, -3.64], [-2.16, -0.07, -3.91], [-2.01, 1.61, -3.33], [-0.93, 0.36, -2.72], [2.88, -0.01, -6.20], [2.80, -0.97, -6.72], [3.41, -0.17, -5.25], [3.54, 0.63, -6.81], [-0.84, -0.47, 1.61], [-1.61, -0.53, 3.10], [-2.16, 1.27, 3.57], [-2.94, 1.97, 2.64], [-3.38, 3.26, 2.94], [-3.02, 3.85, 4.16], [-2.24, 3.14, 5.08], [-1.82, 1.84, 4.80], [-3.21, -1.60, 2.89], [-3.55, -2.05, 1.61], [-4.67, -2.88, 1.45], [-5.44, -3.24, 2.57], [-5.14, -2.72, 3.83], [-4.03, -1.88, 3.99], [-0.45, -1.33, 4.44], [-0.83, -2.55, 5.02], [0.01, -3.16, 5.96], [1.23, -2.56, 6.31], [1.60, -1.35, 5.73], [0.74, -0.71, 4.82], [-3.19, 1.49, 1.68], [-4.01, 3.79, 2.23], [-3.36, 4.86, 4.39], [-1.95, 3.61, 6.03], [-1.23, 1.27, 5.52], [-2.93, -1.76, 0.76], [-4.93, -3.25, 0.46], [-6.29, -3.92, 2.45], [-5.75, -2.97, 4.69], [-3.80, -1.45, 4.97], [-1.75, -3.04, 4.70], [-0.28, -4.11, 6.40], [1.89, -3.05, 7.03], [2.55, -0.88, 5.98], [1.01, 0.27, 4.41]], "charge": -2, "spin_multiplicity": 2, "fmax_ev_per_a": 3.2, "lumo_energy_ev": [4.1, 4.1]}

=====

{"formula": "C8H11CoFO7P2S4Sb", "method": "wB97M-V/def2-TZVPD", "species": ["Co", "S", "Sb", "S", "S", "S", "C", "C", "O", "P", "O", "O", "O", "P", "O", "O", "O", "H", "H", "H", "H", "H", "H", "H", "F", "C", "C", "C", "C", "C", "C", "H", "H", "H", "H"], "xyz": [[-13.18, -6.31, 6.37], [-13.60, -4.72, 10.38], [-14.57, -5.94, 8.71], [-14.78, -4.75, 6.71], [-12.99, -7.63, 8.26], [-16.64, -6.73, 9.37], [-13.44, -7.36, 2.42], [-13.34, -8.59, 3.25], [-13.39, -9.73, 2.40], [-11.88, -8.62, 4.43], [-10.69, -8.48, 3.39], [-11.93, -10.09, 4.96], [-11.89, -7.55, 5.49], [-14.81, -8.64, 4.54], [-16.15, -8.48, 3.64], [-14.62, -10.07, 5.07], [-14.79, -7.35, 5.41], [-12.47, -7.16, 1.85], [-13.59, -6.47, 2.99], [-14.20, -7.46, 1.69], [-13.54, -10.58, 2.89], [-9.87, -8.52, 3.94], [-12.86, -10.40, 5.16], [-16.64, -9.34, 3.44], [-8.41, -2.54, 7.36], [-9.46, -3.33, 7.08], [-10.45, -2.96, 6.21], [-11.50, -3.84, 6.03], [-11.58, -5.10, 6.61], [-10.48, -5.48, 7.42], [-9.44, -4.62, 7.68], [-10.56, -2.00, 5.73], [-12.34, -3.50, 5.41], [-10.55, -6.44, 7.92], [-8.51, -4.91, 8.22]], "charge": -2, "spin_multiplicity": 5, "fmax_ev_per_a": 3.9, "lumo_energy_ev": [4.2, 4.2]}

=====

{"formula": "C3H4O2", "method": "wB97M-V/def2-TZVPD", "species": ["C", "C", "C", "H", "H", "H", "H", "O", "O"], "xyz": [[-0.64, -0.82, -0.69], [0.03, -0.50, 0.52], [0.61, 0.94, 0.23], [-1.45, -0.14, -0.86], [0.71, -1.17, 0.86], [1.48, 1.26, 0.63], [0.15, 1.54, -0.53], [-0.38, -1.76, -1.36], [-0.51, 0.65, 1.20]], "smiles": "O=C[C@H]1CO1", "fmax_ev_per_a": 5.7, "lumo_energy_ev": 0.9}

=====

{"formula": "C3H6NiO3", "method": "wB97M-V/def2-TZVPD", "species": ["O", "C", "C", "O", "C", "Ni", "H", "H", "H", "H", "H", "H", "O"], "xyz": [[1.46, -0.08, 0.82], [0.70, -1.17, 0.32], [-0.51, -0.76, -0.51], [-1.36, 0.08, 0.21], [-1.04, 1.49, 0.19], [1.04, 1.72, -0.04], [0.37, -1.69, 1.23], [-1.06, -1.68, -0.76], [-0.22, -0.31, -1.48], [-1.46, 1.90, 1.13], [-1.66, 1.94, -0.60], [1.33, -1.88, -0.25], [2.40, 0.43, -0.25]], "spin_multiplicity": 3, "fmax_ev_per_a": 1.7, "lumo_energy_ev": [-0.1, -1.1]}

=====

{"formula": "C32H39CrN4Si3", "method": "wB97M-V/def2-TZVPD", "species": ["Cr", "C", "Si", "C", "C", "C", "Si", "C", "C", "C", "Si", "C", "C", "C", "C", "C", "C", "C", "N", "H", "H", "H", "H", "H", "H", "H", "H", "H", "H", "H", "H", "H", "H", "H", "H", "H", "H", "H", "H", "H", "H", "H", "H", "H", "H", "H", "H", "C", "C", "C", "C", "C", "C", "C", "C", "C", "C", "C", "C", "C", "C", "H", "H", "H", "H", "H", "H", "H", "H", "H", "H", "H", "N", "C", "C", "C", "N", "C", "N"], "xyz": [[0.84, -0.76, -0.53], [-3.93, -0.52, 1.44], [-2.35, 0.07, 0.58], [-2.91, 0.81, -1.06], [-1.79, 1.54, 1.62], [-1.13, -1.29, 0.36], [-1.55, -2.42, -1.04], [-3.30, -3.11, -1.03], [-1.35, -1.60, -2.74], [-0.43, -3.96, -1.05], [-0.70, -2.14, 1.90], [-1.65, -3.70, 2.37], [-0.70, -1.07, 3.45], [1.15, -2.65, 1.83], [1.80, -3.47, 2.75], [3.17, -3.63, 2.68], [3.89, -2.97, 1.70], [3.19, -2.19, 0.80], [1.87, -2.04, 0.86], [-4.61, 0.33, 1.60], [-3.71, -0.95, 2.42], [-4.46, -1.27, 0.86], [-3.62, 1.62, -0.87], [-3.40, 0.09, -1.72], [-2.05, 1.23, -1.60], [-2.40, 2.41, 1.34], [-0.75, 1.81, 1.43], [-1.92, 1.37, 2.69], [-4.05, -2.33, -1.20], [-3.54, -3.60, -0.08], [-3.39, -3.85, -1.83], [-2.33, -1.37, -3.17], [-0.84, -2.28, -3.43], [-0.79, -0.66, -2.73], [-0.89, -4.77, -0.48], [0.57, -3.79, -0.64], [-0.30, -4.32, -2.07], [-2.72, -3.52, 2.25], [-1.47, -3.97, 3.41], [-1.38, -4.55, 1.74], [-1.70, -0.77, 3.75], [-0.10, -0.17, 3.31], [-0.26, -1.64, 4.28], [1.22, -3.97, 3.52], [3.68, -4.27, 3.40], [4.96, -3.06, 1.61], [3.69, -1.67, -0.01], [4.68, 4.44, 1.13], [4.66, 3.80, -0.10], [3.65, 2.91, -0.42], [2.63, 2.63, 0.49], [2.67, 3.26, 1.73], [3.68, 4.16, 2.05], [1.55, 1.64, 0.21], [0.99, 1.28, -0.96], [1.17, 2.11, -2.18], [1.43, 1.55, -3.43], [1.56, 2.35, -4.56], [1.39, 3.72, -4.47], [1.08, 4.29, -3.24], [0.98, 3.50, -2.11], [5.47, 5.13, 1.38], [5.44, 4.00, -0.83], [3.65, 2.42, -1.38], [1.89, 3.04, 2.46], [3.69, 4.64, 3.03], [1.24, 1.11, 1.12], [1.53, 0.48, -3.51], [1.78, 1.88, -5.51], [1.47, 4.34, -5.35], [0.93, 5.36, -3.16], [0.74, 3.95, -1.15], [1.99, -1.55, -2.07], [2.31, -2.07, -3.05], [2.70, -2.70, -4.22], [3.76, -2.16, -4.99], [4.63, -1.72, -5.60], [2.01, -3.88, -4.63], [1.44, -4.83, -4.95]], "charge": -1, "spin_multiplicity": 5, "fmax_ev_per_a": 0.4, "lumo_energy_ev": [2.3, 2.3]}

=====

{"formula": "CH3BrFOP", "method": "wB97M-V/def2-TZVPD", "species": ["C", "O", "F", "P", "Br", "H", "H", "H"], "xyz": [[0.94, -0.24, -0.27], [0.27, -1.54, 2.28], [-0.73, 2.21, -1.48], [0.02, -1.11, 0.92], [-2.08, -0.70, 0.60], [-0.80, 1.74, -0.70], [0.38, 0.00, -1.13], [1.99, -0.36, -0.21]], "fmax_ev_per_a": 4.2, "lumo_energy_ev": -1.1}